Entry from OMol25: C21H28F5O2Ti as an isolated structure in a non-equilibrium geometry (wB97M-V/def2-TZVPD).

Properties
HOMO level, eV: -11.603
E_LUMO, Ha: -0.1635
Charge: +1
Frontier orbital gap, hartree: 0.2629

```
57
Properties=species:S:1:pos:R:3:forces:R:3:mulliken_charge:R:1
O -0.08010 0.04920 -2.22660 -0.1003 -0.0934 1.4380 0.24
C 0.91290 -0.49760 -3.14490 0.3104 0.0295 -0.3378 -0.92
C 0.41980 0.40930 -4.26390 -0.0454 -0.0411 -0.1168 -0.49
H 0.75710 -1.56310 -3.28010 -0.0784 -0.0347 -0.0535 0.35
H 1.92070 -0.33190 -2.77860 0.0462 0.0750 -0.0171 0.37
C -0.72510 0.82060 -3.32530 -0.1928 0.0806 -0.4529 1.26
H 0.11240 -0.08690 -5.17990 0.0360 -0.0855 -0.0126 0.08
H 1.09610 1.22550 -4.50340 0.0393 0.0312 0.0100 0.41
C -2.05270 0.19940 -3.68640 -0.0287 -0.0783 0.0845 -1.54
H -1.97830 -0.88550 -3.70520 0.0473 -0.0997 -0.0929 0.41
H -2.35780 0.53700 -4.67670 0.0148 0.0420 -0.0021 0.47
H -2.83210 0.47620 -2.98240 -0.1294 0.0503 0.0843 0.29
C -0.83240 2.28420 -2.99590 0.0977 0.0017 0.0727 -1.51
H 0.14580 2.73510 -2.85740 0.1273 0.0657 -0.0111 0.36
H -1.40840 2.43620 -2.08630 -0.1656 0.0399 0.0880 0.16
H -1.33630 2.80640 -3.80860 -0.0112 -0.0044 -0.0220 0.47
Ti 0.00000 0.00000 0.00000 0.1234 -0.1163 -0.4603 -0.03
C 0.87240 1.54760 1.54690 -0.0380 -0.0770 0.1666 -0.51
C 1.80080 0.49360 1.43100 -0.3139 0.0754 0.0939 -0.46
C 2.35000 0.55300 0.13050 -0.1388 -0.3778 -0.1979 -0.71
H 2.04740 -0.23240 2.18620 0.0428 0.0826 0.1051 0.62
C 1.74960 1.62060 -0.54870 -0.1583 -0.2707 -0.2580 -0.32
C 0.81390 2.22930 0.31020 -0.2490 -0.2624 0.1284 -0.64
H 0.18540 3.07210 0.07670 -0.0326 0.0806 0.0089 0.53
H 0.30330 1.78690 2.42690 -0.0009 0.0462 0.0849 0.67
H 3.05430 -0.14650 -0.27990 0.1890 0.0372 0.0043 0.51
H 1.93340 1.89200 -1.57360 0.0504 0.0464 -0.0640 0.68
C -1.46770 -0.45880 1.85280 0.4356 0.4074 -0.0136 -0.40
C -1.92460 0.71650 1.21110 0.1626 0.1523 -0.0116 -0.70
C -2.32830 0.37730 -0.09060 0.0440 -0.2261 0.0113 -0.15
H -1.95190 1.70420 1.63660 -0.0663 0.0555 0.0601 0.58
C -2.12160 -1.01460 -0.25350 0.0769 0.1715 -0.2445 -0.48
C -1.60790 -1.52400 0.95300 0.3891 -0.1718 -0.3970 -0.70
H -1.29060 -2.53660 1.11910 -0.2714 -0.0479 0.0709 0.68
H -1.06020 -0.52250 2.84770 -0.0210 -0.0064 0.0891 0.48
H -2.74590 1.05640 -0.81240 -0.0026 0.0459 -0.0927 0.76
H -2.27330 -1.58300 -1.15340 -0.1026 -0.0519 -0.0689 0.43
O 0.70900 -1.66960 -7.41490 -0.0524 0.1611 0.0229 -0.37
C 0.25620 -0.55980 -8.19880 0.0201 0.0063 0.0474 -0.36
C 0.41340 -0.96970 -9.65440 -0.0701 0.0316 -0.0695 -0.61
H 0.86810 0.32020 -7.97070 0.0537 -0.0040 0.0053 0.27
H -0.77480 -0.33440 -7.92420 -0.0661 -0.0281 0.0010 0.28
C 1.62270 -1.89410 -9.58510 0.0699 0.0082 0.0024 -0.51
H 0.55560 -0.11880 -10.31790 0.0044 0.0220 0.0081 0.34
H -0.46510 -1.51970 -9.99320 -0.0346 -0.0224 0.0106 0.28
C 1.39280 -2.60270 -8.25950 0.0552 -0.2160 -0.0123 -0.46
H 2.54370 -1.31120 -9.55170 0.0358 0.0275 0.0104 0.27
H 1.69000 -2.58380 -10.42410 -0.0132 -0.0190 0.0068 0.33
H 2.31780 -2.90720 -7.76860 -0.0073 0.0298 0.0163 0.27
H 0.77070 -3.49470 -8.39380 -0.0219 0.0650 0.0324 0.27
F 0.01590 -2.91820 -0.83940 0.6835 0.1291 0.2437 -0.26
C 0.96880 -2.09200 -0.26880 -0.4569 0.9412 0.4477 0.47
F 2.01170 -2.04060 -1.16870 -0.2845 -0.2494 0.2331 -0.32
C 1.56390 -2.80370 0.97240 0.8966 -1.5937 0.1824 0.63
F 0.72570 -2.78760 2.06570 1.2394 0.0124 -1.3472 -0.24
F 1.83270 -4.12150 0.64570 -0.4322 1.8509 0.8233 -0.26
F 2.76520 -2.22930 1.33600 -1.7051 -0.7243 -0.3386 -0.23
```
Forces are in eV/Å.

***

Entry from OMol25: C30H51BrN10O4PSSb2V as an isolated structure in a non-equilibrium geometry (wB97M-V/def2-TZVPD).

Properties
HOMO level, eV: -2.557
2S+1: 2
⟨S²⟩: 0.77
E_LUMO, Ha: 0.0844
Energy above the lowest of the compared OMol25 structures with the same formula, charge and spin, eV: 4.036
Charge: -1
Frontier orbital gap, hartree: 0.1783

```
101
Properties=species:S:1:pos:R:3:forces:R:3:lowdin_spin:R:1
V -0.53192 1.48241 0.35836 2.6989 -1.4711 -0.6346 0.91
C -5.00413 0.79325 -2.57362 0.0680 -0.0099 -0.0034 0.00
C -3.64596 1.42342 -2.66500 -0.0185 0.0766 0.1969 0.00
C -3.19130 2.12549 -3.71065 0.2110 0.1529 -0.1165 0.00
C -1.84984 2.65463 -3.75723 -0.3402 -0.1014 -0.0341 0.00
C -1.04090 2.33126 -2.71863 0.1676 -0.0968 0.1075 0.00
Br 0.78055 2.92954 -2.83499 -0.0961 -0.0617 0.0373 0.00
N -1.32550 1.60558 -1.63306 -0.8037 -0.0395 0.1998 0.00
C -2.74378 1.21889 -1.49471 0.4999 -0.0106 -0.7828 0.00
H -5.54952 0.90883 -3.51126 0.0037 0.0033 0.0143 0.00
H -5.59995 1.23785 -1.77092 0.0063 -0.0041 -0.0255 0.00
H -4.92186 -0.27917 -2.35591 0.0193 0.0278 -0.0274 0.00
H -3.83974 2.27169 -4.57050 0.0309 -0.0143 0.0196 0.00
H -1.47995 3.21562 -4.59901 -0.0304 0.0007 0.0035 0.00
H -2.77724 0.17789 -1.17986 -0.0670 -0.0281 0.2502 0.00
C 2.26132 1.56914 3.57172 0.0822 0.1861 0.0541 0.00
Sb 2.27836 0.53439 1.66858 0.0170 -0.2844 -0.1788 0.01
C 2.32268 3.95576 0.11117 -0.0923 -0.1648 0.0787 0.00
C 4.50001 0.75625 1.44367 0.0723 0.6113 -0.0986 0.00
C 4.94362 1.48090 0.21443 0.0273 0.0697 0.6437 0.00
C 5.50378 2.76267 0.26184 0.0099 -0.0289 0.0651 0.00
C 5.89314 3.44031 -0.88630 -0.0893 -0.1584 -0.0846 0.00
C 5.73311 2.82753 -2.12729 -0.0351 -0.0350 0.1824 0.00
C 5.18907 1.54947 -2.18198 -0.0120 -0.0276 -0.0407 0.00
C 4.78733 0.87043 -1.02977 -0.0585 -0.3169 -0.3968 0.00
C 4.19045 -0.50086 -1.10550 0.1001 -0.0025 -0.2626 0.00
Sb 2.08931 -0.58984 -1.70879 -0.1273 -0.0005 0.0109 0.00
C 2.59494 -0.41881 -3.79491 0.0485 -0.0134 -0.1783 0.00
C 2.20246 -2.74174 -1.73395 0.0068 -0.1467 -0.0548 0.00
H 2.72498 2.55516 3.48246 -0.0364 -0.0064 0.0788 0.00
H 2.81328 0.98287 4.30470 0.0024 0.0400 0.1125 0.00
H 1.22858 1.67989 3.90571 0.0365 -0.0265 -0.0275 0.00
H 3.26408 4.19529 0.58190 0.1393 0.0215 0.0841 0.00
H 2.04398 4.71605 -0.61857 -0.0232 -0.0109 0.0350 0.00
H 2.37333 2.97404 -0.34176 0.0114 -0.1398 0.0355 0.00
H 4.87147 -0.26742 1.45133 0.0844 0.0811 0.0794 0.00
H 4.85581 1.25833 2.34724 -0.0331 0.0116 -0.0448 0.00
H 5.63078 3.23246 1.23339 0.0281 -0.0133 -0.0242 0.00
H 6.32477 4.43258 -0.81284 -0.0158 -0.0254 -0.0081 0.00
H 6.03666 3.33098 -3.03708 -0.0037 0.0002 0.0069 0.00
H 5.07749 1.05453 -3.14286 -0.0084 0.0402 0.0406 0.00
H 4.23796 -1.02416 -0.14989 0.0078 0.0125 -0.1714 0.00
H 4.70353 -1.11257 -1.85354 -0.0252 0.0500 -0.0170 0.00
H 3.46052 -1.04791 -4.01682 -0.0336 0.0259 -0.0512 0.00
H 2.82030 0.62029 -4.04123 -0.0048 -0.0563 0.0053 0.00
H 1.73785 -0.74007 -4.38930 0.0628 0.0186 0.0066 0.00
H 3.13850 -3.04088 -2.21022 -0.0214 -0.0579 0.0131 0.00
H 1.36181 -3.15049 -2.29830 0.0467 0.0145 0.0240 0.00
H 2.17108 -3.12974 -0.71413 -0.0127 0.0424 -0.0351 0.00
N -1.93563 3.87301 2.24199 -0.4662 -0.0046 -0.1856 0.01
C -2.75622 3.24326 1.31542 1.0777 0.3056 0.6217 0.01
N -4.00077 3.53477 0.97958 -0.5829 0.3025 0.1393 0.00
N -4.29927 2.74078 -0.02391 0.5606 -0.6061 -0.4104 0.02
N -3.22797 2.00371 -0.25840 -0.2547 0.7153 0.0345 0.01
N -2.23455 2.28605 0.58299 -2.4325 0.2453 0.0144 0.00
C -0.60212 4.01455 1.96233 0.2115 0.0012 0.1237 0.00
N 0.16083 4.87687 2.65766 -0.0614 -0.1779 -0.1788 0.00
N 1.34134 4.80841 2.09013 0.0364 0.5911 0.6577 0.00
N 1.30834 3.93352 1.16458 0.0516 -0.1765 -0.8607 0.00
N 0.08928 3.37470 1.00965 -0.1398 0.8168 0.6232 0.01
H -2.33294 4.61573 2.79427 0.0002 -0.0531 0.0544 0.00
C -1.02663 -2.77203 -4.50806 -0.0472 -0.0372 -0.0561 0.00
S -1.00486 -1.42635 -3.31424 -0.0674 0.0053 0.1206 0.00
C -1.48484 -2.35275 -1.84141 0.1916 -0.0777 -0.3748 0.00
H -0.28131 -3.52886 -4.25582 -0.0133 0.0024 -0.0100 0.00
H -0.78909 -2.35409 -5.48628 0.0034 -0.0161 0.0177 0.00
H -2.01388 -3.23478 -4.55445 0.0245 -0.0102 -0.0210 0.00
H -2.54439 -2.60964 -1.86554 0.0691 -0.0631 -0.2698 0.00
H -1.28656 -1.71726 -0.97396 0.0664 -0.2194 -0.4876 0.00
H -0.88897 -3.26302 -1.75278 -0.0063 -0.0311 -0.0179 0.00
C 1.77417 -3.11939 2.74992 0.1231 -0.0196 -0.0390 0.00
C 0.27419 -3.24237 2.55400 0.0261 -0.0114 0.1612 0.00
C -0.42309 -3.12475 3.90541 -0.0511 0.1308 -0.0279 0.00
C -0.06355 -4.56650 1.88704 -0.0055 -0.0461 -0.0912 0.00
O -0.13439 -2.22672 1.59903 -0.0106 -0.1337 -0.0433 0.00
P -1.01505 -0.92136 1.74337 0.2036 0.0312 0.4040 0.00
O -0.44361 0.18213 2.57876 -0.2993 -0.0843 -0.3503 0.00
O -1.25935 -0.46790 0.30342 -0.0315 0.4761 0.9892 0.02
O -2.33083 -1.45798 2.46677 -0.5799 0.0733 -0.1947 0.00
C -3.63005 -1.79148 1.90408 0.1723 -0.1552 0.0225 0.00
C -4.37071 -2.46472 3.04426 -0.0546 -0.0221 0.1319 0.00
C -4.34341 -0.52122 1.49155 -0.0821 0.1403 0.1055 0.00
C -3.49066 -2.74431 0.72337 0.1184 0.2120 -0.0268 0.00
H 2.14454 -4.01005 3.26677 -0.0177 0.0280 0.0011 0.00
H 2.02445 -2.23156 3.32894 -0.0024 0.0178 -0.0738 0.00
H 2.27454 -3.02552 1.78581 0.0070 -0.0010 0.0357 0.00
H 0.05205 -3.81691 4.60393 0.0071 0.0128 -0.0333 0.00
H -1.48069 -3.36446 3.83725 -0.0654 -0.0329 0.0011 0.00
H -0.33147 -2.11171 4.30325 0.0611 -0.0380 -0.0109 0.00
H 0.32565 -5.39993 2.47662 -0.0314 0.0360 -0.0104 0.00
H 0.37995 -4.60148 0.88987 0.0152 -0.0151 0.0351 0.00
H -1.14310 -4.68202 1.78774 -0.0299 -0.0007 -0.0033 0.00
H -4.39833 -1.80501 3.91353 -0.0101 -0.0239 -0.0286 0.00
H -3.87541 -3.39427 3.32991 -0.0071 0.0106 -0.0027 0.00
H -5.39561 -2.69174 2.74131 0.0409 -0.0113 0.0151 0.00
H -4.41604 0.16711 2.33715 -0.0055 -0.0237 -0.0248 0.00
H -5.35130 -0.75098 1.13572 0.0425 0.0121 0.0293 0.00
H -3.80445 -0.02770 0.69397 0.0380 -0.0239 -0.0942 0.00
H -3.02604 -3.67727 1.03899 0.0303 -0.0681 0.0079 0.00
H -2.87843 -2.30230 -0.06590 -0.3299 -0.1016 0.4759 0.00
H -4.47910 -2.96626 0.31427 0.0068 -0.0144 0.0182 0.00
```
Forces are in eV/Å.

***

Entry from OMol25: C27H29CoN6O6PS2Te as an isolated structure (wB97M-V/def2-TZVPD).

Properties
HOMO level (alpha / beta), eV: -6.510 / -6.502
2S+1: 2
⟨S²⟩: 0.76
E_LUMO (alpha / beta), Ha: -0.0215 / -0.0210
Energy above the lowest of the compared OMol25 structures with the same formula, charge and spin, eV: 0.000
Charge: 0
Frontier orbital gap (alpha / beta), hartree: 0.2178 / 0.2179

```
73
Properties=species:S:1:pos:R:3:forces:R:3:lowdin_spin:R:1
Co -0.20876 0.41257 0.55565 -0.1745 0.0799 0.0226 0.92
C 1.34319 -3.41477 0.14820 -0.0161 -0.0020 -0.0029 0.00
C 0.95590 -2.03785 0.55869 -0.0370 -0.0310 0.0048 0.00
N -0.00443 -1.36094 0.04775 0.0494 0.0732 0.0252 -0.01
N -0.79629 -1.81875 -0.96823 -0.0675 0.1071 -0.0624 0.00
C -1.55852 -0.82804 -1.38062 0.0070 -0.2945 0.0109 0.00
O -1.53753 0.36720 -0.89888 0.2239 0.0085 -0.1535 0.00
C -2.48533 -1.10952 -2.51000 -0.0111 0.0259 0.0287 0.00
C -3.40695 -0.14401 -2.90162 0.0075 -0.0136 0.0058 0.00
C -4.26593 -0.38092 -3.96357 -0.0089 0.0091 0.0033 0.00
C -4.20469 -1.58740 -4.64636 0.0023 0.0043 0.0000 0.00
C -3.28495 -2.55416 -4.26148 0.0075 0.0005 0.0042 0.00
C -2.42873 -2.31883 -3.19827 -0.0019 -0.0179 0.0026 0.00
C 1.66288 -1.28613 1.61430 -0.0053 -0.0013 0.0366 0.00
C 2.71267 -1.79055 2.36136 -0.0277 -0.0142 0.0004 0.00
C 3.27667 -0.99214 3.34579 0.0026 0.0055 0.0098 0.00
C 2.76903 0.27582 3.56699 -0.0100 -0.0115 0.0124 0.00
C 1.71725 0.71771 2.77903 -0.0141 -0.0018 -0.0043 0.00
N 1.19389 -0.03738 1.82310 0.0818 -0.0246 -0.0602 -0.01
H 0.63680 -3.78651 -0.58806 0.0016 -0.0017 0.0006 0.00
H 1.35413 -4.08624 1.00847 -0.0051 0.0018 0.0012 0.00
H 2.34384 -3.40981 -0.28972 0.0008 -0.0002 0.0079 0.00
H -3.44087 0.79335 -2.36343 0.0093 0.0200 -0.0303 0.00
H -4.98462 0.37319 -4.25809 0.0053 -0.0005 0.0017 0.00
H -4.87280 -1.77471 -5.47706 -0.0008 0.0005 0.0022 0.00
H -3.23528 -3.49539 -4.79316 0.0017 0.0004 0.0010 0.00
H -1.70761 -3.06194 -2.88935 -0.0010 -0.0022 -0.0012 0.00
H 3.07760 -2.79060 2.17584 0.0063 0.0016 0.0005 0.00
H 4.10147 -1.36341 3.93931 -0.0039 -0.0029 0.0026 0.00
H 3.17102 0.91877 4.33645 0.0027 0.0003 -0.0013 0.00
H 1.26481 1.69343 2.90704 0.0129 0.0062 -0.0115 0.00
Te -2.49121 -0.29779 2.26118 0.1054 -0.3007 0.1326 0.06
C -2.77138 1.16956 3.74369 0.0728 0.0948 -0.0307 0.01
C -3.69456 1.21572 4.74909 -0.0246 -0.0049 -0.0005 0.00
C -3.63570 2.41408 5.52053 -0.0015 -0.0011 0.0119 0.00
C -2.67650 3.27648 5.09270 0.0352 -0.0472 -0.0203 0.00
S -1.82358 2.61256 3.75433 -0.0493 0.0008 0.0081 0.00
H -4.39890 0.41609 4.92982 -0.0066 0.0048 -0.0015 0.00
H -4.28293 2.61814 6.36255 -0.0023 -0.0001 -0.0059 0.00
H -2.40900 4.23819 5.49934 -0.0090 0.0028 -0.0050 0.00
O 4.60640 2.80912 -3.82376 0.0390 -0.0284 -0.0033 0.00
S 3.36252 3.06320 -3.16482 -0.0868 0.1091 0.0042 0.00
O 3.13027 4.45607 -2.75965 0.0055 -0.0611 0.1732 0.00
N 3.07169 2.11598 -1.90028 -0.0524 0.0322 0.0986 0.00
C 1.91103 1.44937 -2.03302 -0.0285 0.0795 -0.0338 0.00
O 1.37938 0.77304 -1.14979 0.0717 -0.0453 0.0817 0.02
C 1.25641 1.66619 -3.37692 -0.0039 -0.0269 -0.0301 0.00
C 0.07658 1.12541 -3.85556 0.0027 -0.0299 0.0314 0.00
C -0.34201 1.49268 -5.12909 -0.0054 -0.0212 0.0057 0.00
C 0.40181 2.38482 -5.89835 0.0194 0.0031 0.0113 0.00
C 1.58270 2.93621 -5.41201 -0.0003 -0.0122 -0.0129 0.00
C 1.97982 2.55340 -4.14725 -0.0117 0.0263 0.0059 0.00
H -0.49516 0.43985 -3.24563 0.0508 0.0378 -0.0671 0.00
H -1.25568 1.07291 -5.53101 -0.0114 0.0045 0.0063 0.00
H 0.05685 2.65158 -6.88887 0.0004 0.0000 -0.0007 0.00
H 2.16681 3.63087 -6.00047 -0.0027 0.0021 0.0013 0.00
N -2.89380 2.37110 0.31115 0.0135 0.4811 0.1475 0.00
C -2.33037 3.73981 0.08180 -0.0906 -0.1181 0.0309 0.00
P -0.57756 3.80512 0.66942 -0.3181 0.1911 -0.1504 0.00
O -0.38000 4.82866 1.71503 0.1200 0.0370 0.0164 0.00
O -0.20525 2.36746 0.86725 0.3595 -0.3730 0.2393 0.00
C 0.42219 4.36645 -0.76680 0.0416 0.0467 -0.0297 0.00
N 1.83969 4.22078 -0.31713 0.2445 0.1064 -0.1267 0.00
H -2.24084 1.60128 0.04415 -0.2742 0.1331 -0.1976 0.00
H -3.76017 2.20602 -0.19803 -0.0287 0.0242 0.0796 0.00
H -3.07718 2.18778 1.30911 0.0238 -0.0352 -0.0345 0.00
H -2.90804 4.46473 0.65170 -0.0615 -0.0239 -0.0320 0.00
H -2.40860 3.97214 -0.98010 0.0342 -0.0046 -0.0161 0.00
H 0.24856 5.42323 -0.96404 -0.0045 -0.0372 -0.0776 0.00
H 0.28478 3.78883 -1.68104 0.0590 -0.0719 0.0548 0.00
H 2.01294 4.84275 0.47274 -0.0557 -0.0254 0.0560 0.00
H 2.50875 4.42169 -1.10423 -0.2110 -0.0512 -0.0596 0.00
H 2.02374 3.25488 -0.02090 0.0040 -0.0230 -0.1182 0.00
```
Forces are in eV/Å.

***

> The highest charge belongs to which entry?

C21H28F5O2Ti

***

> Which value of charge does entry 2 give?

-1

***

> What is the formula in the third record?

C27H29CoN6O6PS2Te